Entry 1:
4 unconnected molecules or ions with the total composition C15H36ClN3O4P. Source: OMol25; level of theory: ωB97M-V with the def2-TZVPD basis set.

Summary:
- LUMO: -2.80 eV
- Frontier orbital gap: 8.185 eV
- Charge: +1

Positions of all 60 atoms, in Å:
C  -2.34903  -0.40895  5.10878
C  -3.13229  0.88768  4.95878
C  -3.01325  1.56571  3.57910
P  -1.41154  1.53386  2.77789
Cl  -0.23918  2.99052  3.41373
C  -1.60996  1.68223  0.95490
O  -0.44070  1.99504  0.31185
C  0.49248  0.88993  0.14629
C  1.88777  1.30874  0.58979
H  -1.27050  -0.24254  5.18275
H  -2.65590  -0.93465  6.01128
H  -2.54809  -1.10509  4.28913
H  -2.84964  1.60180  5.73406
H  -4.19544  0.68528  5.09713
H  -3.27270  2.62866  3.63102
H  -3.69284  1.10994  2.84790
H  -0.72160  0.36593  3.10122
H  -2.34497  2.47831  0.80049
H  -2.06784  0.72820  0.64776
H  0.11982  0.03371  0.72082
H  0.49508  0.62079  -0.90912
H  1.84794  2.26955  1.10495
H  2.33400  0.57661  1.26413
H  2.54579  1.41355  -0.27157
C  0.21143  -0.49870  -4.39958
C  1.00117  0.68777  -3.90169
O  1.58669  0.66433  -2.82449
N  1.05786  1.78483  -4.69168
C  0.45232  1.99078  -5.99449
H  0.28030  -1.28401  -3.65325
H  -0.83506  -0.23858  -4.56361
H  0.61153  -0.86784  -5.34448
H  1.59528  2.54056  -4.29388
H  1.20657  2.17137  -6.76261
H  -0.22863  2.84197  -5.97738
H  -0.11229  1.11046  -6.28526
C  6.15457  2.32995  -7.78924
C  4.72461  2.68889  -7.46419
O  3.99549  3.24834  -8.26374
N  4.25588  2.36172  -6.22644
C  4.93049  1.68096  -5.14470
H  6.35593  2.66140  -8.80294
H  6.84954  2.81700  -7.10403
H  6.31662  1.25342  -7.72160
H  3.29803  2.64094  -6.09301
H  4.42677  0.74728  -4.88654
H  4.97522  2.30180  -4.24773
H  5.94937  1.44422  -5.43783
C  -2.00073  -4.71309  6.00336
C  -3.41532  -4.22242  5.79821
O  -3.65525  -3.20892  5.15264
N  -4.41730  -4.94274  6.35209
C  -4.32385  -6.15908  7.13317
H  -1.33175  -4.02517  5.49552
H  -1.74378  -4.75251  7.06250
H  -1.86543  -5.71363  5.59138
H  -5.33553  -4.56739  6.17085
H  -4.85353  -6.97902  6.64710
H  -4.74045  -6.01754  8.13092
H  -3.28424  -6.45214  7.24359

=====

Entry 2:
A molecular structure, C15H36F9N3O14S3V. Source: OMol25; level of theory: ωB97M-V with the def2-TZVPD basis set.

Summary:
- Spin multiplicity: 2
- LUMO (spin up / spin down): -2.50 / -2.50 eV
- Frontier orbital gap (spin up / spin down): 2.855 / 4.294 eV
- Charge: 0

Positions of all 81 atoms, in Å:
O  0.51072  -0.64957  1.62113
V  -0.89950  0.07888  1.48415
O  -1.41352  -0.25375  0.01331
C  2.63745  1.10051  3.58210
C  3.78173  1.12670  2.47427
C  3.87259  -0.23481  1.74495
O  4.60141  -0.22198  0.56985
C  5.12337  -1.48656  0.12393
N  3.54996  2.26560  1.48393
H  3.34683  3.13371  1.95850
H  4.43607  2.38514  1.01421
H  2.72073  2.12629  0.92439
H  2.56927  2.08197  4.05134
H  2.89209  0.55441  4.49041
H  1.62541  0.83883  3.27323
H  4.72646  1.30885  2.98652
H  2.83750  -0.49728  1.52630
H  4.19895  -0.98314  2.46715
H  4.25627  -1.94029  -0.35606
H  5.66278  -2.19748  0.74981
H  5.86174  -1.30719  -0.65755
C  -2.81731  -0.90058  -3.26745
C  -3.46057  0.54181  -3.60267
C  -2.61567  1.61747  -2.86842
O  -3.21940  2.86572  -2.89090
C  -2.53403  3.89007  -2.15350
N  -3.26630  0.83848  -5.10857
H  -3.56146  0.20971  -5.84180
H  -3.78398  1.68096  -5.31429
H  -2.31181  0.92811  -5.42644
H  -2.68863  -0.90516  -2.18508
H  -1.81542  -1.16521  -3.60552
H  -3.41534  -1.79409  -3.44661
H  -4.51116  0.48434  -3.31794
H  -1.68766  1.68744  -3.43587
H  -2.30677  1.30266  -1.87165
H  -2.71529  4.78772  -2.74467
H  -1.44662  3.81527  -2.14753
H  -2.72973  4.08295  -1.09870
C  1.59311  -2.36053  -1.39428
C  1.59612  -1.24374  -2.45469
C  2.97031  -0.55283  -2.30858
O  3.04314  0.48820  -3.23467
C  4.22080  1.28242  -3.12081
N  1.55325  -1.65105  -3.95105
H  1.33985  -2.59462  -4.24130
H  1.05093  -0.97537  -4.50892
H  2.48056  -1.46683  -4.30638
H  2.52688  -2.92225  -1.41947
H  0.84456  -3.14037  -1.53446
H  1.59439  -1.91521  -0.39940
H  0.77015  -0.55095  -2.29371
H  3.79272  -1.26727  -2.34489
H  3.12707  -0.14717  -1.30909
H  5.12372  0.76718  -3.44847
H  4.48878  1.60948  -2.11616
H  4.11446  2.07765  -3.85864
C  -2.22905  0.42206  5.71233
F  -1.35053  -0.51444  6.25789
F  -3.03595  -0.25631  4.85833
F  -2.94625  1.04510  6.65641
S  -1.16212  1.66382  4.67169
O  -2.03739  2.75626  4.29110
O  -0.01237  2.03205  5.54118
O  -0.78541  0.84193  3.47159
C  -5.02616  0.07448  0.38856
F  -4.72179  -1.17261  0.56154
F  -4.30174  0.48865  -0.61511
F  -6.32564  0.32237  0.20476
S  -4.52280  1.07235  1.86945
O  -3.03751  0.96487  1.86617
O  -5.00148  2.40989  1.51432
O  -5.11187  0.49333  3.04275
C  -0.84205  -4.51951  2.51563
F  -1.63044  -5.21197  1.66390
F  -0.76981  -5.17183  3.63681
F  0.34043  -4.20872  1.97823
S  -1.77041  -2.80130  3.15718
O  -1.04730  -2.26791  4.30430
O  -1.73514  -1.92351  2.00017
O  -3.17918  -3.17230  3.49752

=====

Entry 3:
3 unconnected molecules or ions with the total composition C15H36N3O2. Source: OMol25; level of theory: ωB97M-V with the def2-TZVPD basis set.

Summary:
- LUMO: -4.27 eV
- Frontier orbital gap: 8.161 eV
- Charge: +1

Positions of all 56 atoms, in Å:
N  -2.05992  -4.80679  2.16727
C  -0.73824  -5.06253  2.27517
N  -0.32300  -6.23871  2.69167
N  0.20242  -4.11457  1.90138
C  0.31768  -3.00956  2.88867
C  0.15064  -3.50801  4.30356
O  0.98517  -4.22554  4.80220
O  -0.96277  -3.11728  4.94169
H  -2.60686  -5.20351  2.92614
H  -2.17078  -3.79807  2.11650
H  0.51552  -6.63358  2.30550
H  -0.82490  -6.72343  3.41348
H  -0.04142  -3.74845  0.98466
H  -0.33770  -2.18020  2.64457
H  1.33001  -2.64276  2.82386
H  -0.74840  -3.14502  5.88285
C  -1.19084  1.17894  -2.52898
C  -1.93056  -0.07310  -2.99179
C  -3.04097  -0.50225  -2.03354
C  -2.56346  -0.86669  -0.62691
C  -1.52263  -1.98392  -0.58237
C  -2.03673  -3.31763  -1.12625
H  -0.70348  1.02271  -1.56547
H  -0.41686  1.45830  -3.24417
H  -1.87859  2.02033  -2.42726
H  -1.21515  -0.88780  -3.13881
H  -2.37357  0.11674  -3.97118
H  -3.58466  -1.34467  -2.46935
H  -3.76978  0.30729  -1.94632
H  -3.43207  -1.16139  -0.02843
H  -2.15060  0.02057  -0.14042
H  -1.21188  -2.11764  0.46590
H  -0.62391  -1.68791  -1.12834
H  -2.90519  -3.65740  -0.55681
H  -1.26346  -4.08928  -1.06015
H  -2.32741  -3.24140  -2.17180
C  0.63200  3.01048  0.27248
C  0.90656  3.77661  -1.01927
C  2.29156  3.49847  -1.60090
C  3.46189  3.90501  -0.70243
C  3.47987  5.38041  -0.30364
C  3.61536  6.32628  -1.49394
H  1.33751  3.28075  1.05895
H  -0.37123  3.22587  0.64476
H  0.70798  1.93256  0.10541
H  0.77251  4.84663  -0.84412
H  0.15602  3.49666  -1.76144
H  2.37892  4.00289  -2.56629
H  2.37678  2.42765  -1.81599
H  4.39539  3.66509  -1.21998
H  3.45590  3.29309  0.20417
H  4.32044  5.54520  0.37457
H  2.57921  5.63204  0.26282
H  4.53763  6.12784  -2.04289
H  3.64038  7.36402  -1.16119
H  2.77967  6.22671  -2.18778

=====

How do the records compare in molecular weight? In the order shown, they have 388.90 800.59 290.47 g mol⁻¹.